Computed, not measured: 2 unconnected molecules or ions with the total composition C3H5N3 at a distorted geometry, with the ωB97M-V functional and the def2-TZVPD basis.

Properties
gap between HOMO and LUMO = 10.98 eV
maximum force = 1.15 eV/Å
HOMO = -0.372 Eh
total charge = 0
E_LUMO = 0.864 eV
total energy = -281.52918 Ha
structure (SMILES) = CN=C=N.C#N

Positions of all 11 atoms, in Å:
C 0.24310 -0.12567 -1.75070
N -0.81411 -0.33708 -0.78160
C -0.77823 -0.81168 0.33011
N -0.83094 -1.14189 1.52245
H -0.20657 0.10847 -2.71718
H 0.86589 0.71755 -1.43536
H 0.87272 -1.01476 -1.85959
H -1.04100 -2.11415 1.71652
C 0.55195 1.57469 1.69063
N 1.13185 2.17233 0.89138
H 0.00533 0.97219 2.39334

Atomic forces in eV per Å
C 0.2 0.0 -0.1
N -0.1 -0.3 0.7
C -0.1 0.1 -0.3
N 0.0 0.1 -0.4
H 0.1 0.0 0.2
H -0.1 -0.1 -0.1
H -0.1 0.1 0.0
H 0.0 0.0 0.0
C 0.5 0.5 -0.7
N -0.6 -0.6 0.8
H 0.1 0.1 -0.1

Here are the Löwdin charges for atoms 1 to 5, given in e: -0.1025, 0.0480, -0.3309, 0.1085, 0.0716